Computed, not measured: H5N2P in the gas phase, with wB97M-V/def2-TZVPD.

Atoms and positions in Å:
N: 0.87555 1.00342 -0.02483
N: -1.02039 -0.71881 0.52687
P: 0.55774 -0.67018 -0.14029
H: 1.66254 1.49159 -0.33823
H: 0.23968 1.69381 -0.33926
H: -1.13939 -0.41551 1.48895
H: -1.55530 -1.56057 0.61187
H: 0.37956 -0.82376 -1.78507

Results
- LUMO (alpha / beta) (eV) = 1.06 / -1.79
- multiplicity = 3
- expectation value of S² = 2.008
- HOMO-LUMO gap (alpha / beta) (eV) = 5.2 / 8.3
- energy above the lowest of the compared OMol25 structures with the same formula, charge and spin (kcal per mole) = 4.2
- max |F| (eV/A) = 2.60

In the Löwdin picture, each atom carries the following charge in e: N -0.2729; N -0.2344; P 0.5928; H -0.0113; H -0.0007; H 0.0167; H 0.0185; H -0.1087